Computed, not measured: a gas-phase ion, C5H11N2O (charge +2), with ωB97M-V/def2-TZVPD.

Summary:
* spin multiplicity: 2
* ⟨S²⟩: 0.763
* HOMO level (alpha / beta): -19.071 / -19.087 eV
* max |F|: 6.1 eV/A
* relative energy (zero: lowest compared OMol25 entry of this formula, charge and spin): 1.804 eV
* charge: +2

Each line ends with the Mulliken charge.
Cartesian coordinates (Å):
O 2.3103 -0.2254 1.3301  -0.56
C 2.4571 -0.9983 0.3398  0.23
C 1.3103 -1.3628 -0.6524  -0.89
C 0.4910 -0.1516 -1.1042  -0.72
C -0.5394 0.3612 -0.1317  0.30
C -1.7684 0.8476 -0.5336  -0.12
N -2.7857 1.3595 0.1897  -0.21
N -0.1505 0.3130 1.2403  -0.23
H 3.5198 -1.3626 0.2391  0.42
H 1.5259 -1.9363 -1.4588  0.46
H 0.6374 -2.0178 -0.0463  0.35
H 1.0331 0.6792 -1.4711  0.40
H -0.1432 -0.5095 -2.0815  0.49
H -1.9035 0.7354 -1.5979  0.42
H -3.4918 1.8001 -0.2378  0.29
H -2.5916 1.7338 1.0520  0.21
H -0.3607 -0.5252 1.6864  0.37
H 1.0033 0.3815 1.3810  0.43
H -0.5535 0.8783 1.8569  0.34

Computed, not measured: 2 unconnected molecules or ions with the total composition C5H11N2OS, with ωB97M-V/def2-TZVPD.

Summary:
* spin multiplicity: 1
* HOMO level: -14.527 eV
* max |F|: 4.2 eV/A
* relative energy (zero: lowest compared OMol25 entry of this formula, charge and spin): 1.650 eV
* charge: +1

Each line ends with the Mulliken charge.
Cartesian coordinates (Å):
C 1.0428 -1.1944 0.9284  0.43
C 0.5679 0.9541 0.7216  0.74
C 1.0605 -2.4499 1.7472  -0.98
C -2.1323 -0.2394 -1.8276  -1.02
C -0.0087 3.0789 -0.0194  -0.49
N 1.6028 -1.0842 -0.2516  -0.07
N 0.5832 -0.0559 1.4527  -0.41
O 0.0582 2.0453 1.0234  -0.32
S 1.3074 0.4838 -0.9153  0.01
H -0.0882 -2.4509 1.9341  0.30
H 1.4692 -2.3195 2.7361  0.32
H 1.3069 -3.3857 1.2187  0.34
H -2.1766 0.6248 -2.3975  0.29
H -1.4277 -0.8832 -2.2816  0.26
H -3.0189 -0.9022 -1.8022  0.33
H 0.7679 3.7661 0.3136  0.31
H -1.0548 3.3771 0.0485  0.24
H 0.1541 2.4748 -1.0130  0.27
H 1.9655 -1.8039 -0.8726  0.28
H -1.9794 -0.0358 -0.7434  0.16

Computed, not measured: a gas-phase ion, C5H11N2OSi2 (charge +1), with ωB97M-V/def2-TZVPD.

Summary:
* spin multiplicity: 3
* ⟨S²⟩: 2.030
* HOMO level (alpha / beta): -12.107 / -11.685 eV
* max |F|: 7.2 eV/A
* charge: +1

Each line ends with the Mulliken charge.
Cartesian coordinates (Å):
C -1.9156 -1.4915 0.5712  -0.36
C -0.8151 -1.0007 2.6830  -0.93
C -1.2376 -1.0168 -0.5071  -0.50
C -1.8161 -1.5110 2.0225  1.42
C 0.6359 0.2207 0.4030  0.14
N -0.0648 -0.1667 -0.6112  0.06
N -2.8152 -2.0824 2.7757  -0.50
O 2.0843 1.6288 -1.5519  0.02
Si 2.2947 2.3122 -3.1253  0.35
Si 2.1356 1.3935 0.0569  0.18
H -2.8484 -2.1186 0.2119  0.10
H -0.6435 -0.6777 3.6564  0.37
H -1.5224 -1.2533 -1.5720  0.33
H 0.2357 0.0263 -1.4817  0.15
H -3.4501 -2.5488 2.1974  0.20
H -2.5960 -2.4798 3.7066  0.25
H 1.5344 1.2192 -3.7924  -0.11
H 3.7844 2.2801 -3.1062  -0.07
H 1.8993 3.6213 -3.5743  -0.06
H 1.5617 2.7244 0.5279  -0.05
H 3.5587 0.9208 0.5095  0.00

Computed, not measured: 2 unconnected molecules or ions with the total composition C5H11N2P, with ωB97M-V/def2-TZVPD.

Summary:
* spin multiplicity: 1
* HOMO level: -8.903 eV
* max |F|: 3.7 eV/A
* SMILES string: [H]/N=P/N=C.C=C(C)C
* relative energy (zero: lowest compared OMol25 entry of this formula, charge and spin): 2.423 eV

Each line ends with the Mulliken charge.
Cartesian coordinates (Å):
H 1.4023 -5.1138 -1.1793  0.22
N 1.0640 -4.3202 -0.6690  -0.46
P 1.7399 -4.2764 0.7252  0.13
N 1.1741 -2.7738 1.2482  -0.16
C 1.3940 -1.5626 1.3073  -0.20
H 0.6123 -1.0056 2.0174  0.25
H 2.0332 -0.9172 0.6361  0.22
C -1.6343 -0.4327 0.0531  -0.94
C -0.7837 0.5717 -0.0240  0.89
C -0.8058 2.0169 0.5604  -1.16
C 0.3183 0.6004 -1.0305  -1.32
H -2.5337 -0.3590 0.6346  0.30
H -1.6801 -1.1951 -0.6732  0.30
H -1.1949 2.7472 -0.2261  0.30
H 0.2101 2.2767 0.9313  0.30
H -1.5870 2.0840 1.3977  0.32
H 0.2007 1.4550 -1.6079  0.44
H 0.5322 -0.3675 -1.5995  0.30
H 1.1731 0.8027 -0.3555  0.28